23
Properties=species:S:1:pos:R:3:forces:R:3:mulliken_charge:R:1 method="wB97M-V/def2-TZVPD" e_above_lowest_ev=0.1712 total_energy_ha=-935.6337 orbital_gap_ev=9.112 lumo_energy_ev=-3.3 charge=+1 homo_energy_ha=-0.4573
C -0.2747 0.5477 0.4079 -0.22 -0.32 -0.16 -0.440
C -1.0762 -1.9089 -0.4851 -0.69 0.23 0.18 -0.624
C -1.6440 0.2545 0.4329 0.26 -0.38 -0.14 0.704
C -2.0503 -1.0458 -0.0230 0.78 0.03 -0.12 0.579
C 0.6137 -0.3730 -0.0709 4.52 1.84 0.69 -0.105
C 3.0774 0.7939 -1.0929 0.16 -0.05 -0.21 -0.467
C 2.9316 1.3942 0.2863 -0.01 0.06 0.18 -0.600
C 2.4903 0.0127 0.0185 -4.35 -1.37 -0.48 0.475
N 0.2324 -1.5609 -0.5051 0.10 -0.04 -0.06 -0.013
N -2.5310 1.1415 0.9086 0.00 -0.06 -0.02 -0.395
N -3.3759 -1.3777 -0.0512 -0.45 0.06 -0.09 -0.526
Cl 3.2303 -1.4072 0.6908 0.16 0.10 -0.04 -0.176
H 0.0688 1.5027 0.7685 0.14 0.10 0.03 0.168
H -1.3341 -2.8907 -0.8481 0.08 -0.10 -0.02 0.300
H 2.4331 1.1514 -1.8817 -0.15 0.01 0.04 0.235
H 4.0624 0.5134 -1.4358 0.09 -0.04 0.09 0.290
H 3.8159 1.5160 0.8944 0.07 -0.09 0.02 0.281
H 2.2003 2.1722 0.4333 -0.17 0.05 -0.03 0.179
H 0.9333 -2.2269 -0.8166 -0.09 0.08 0.07 0.267
H -2.2025 2.0526 1.1829 -0.14 0.00 0.00 0.229
H -3.5164 1.0375 0.7498 -0.05 0.07 -0.03 0.200
H -3.6098 -2.3259 -0.2957 -0.08 0.03 0.05 0.228
H -3.9824 -0.9721 0.6428 0.03 -0.19 0.06 0.211


38
Properties=species:S:1:pos:R:3:forces:R:3:mulliken_charge:R:1 method="wB97M-V/def2-TZVPD" e_above_lowest_ev=4.6891 total_energy_ha=-10277.6795 orbital_gap_ev="5.353 / 5.454" spin_multiplicity=2 lumo_energy_ev="-2.0 / -2.0" charge=0 s_squared=0.791 homo_energy_ha="-0.2717 / -0.2726"
Tc 1.7919 1.8844 1.0425 1.40 2.16 -1.75 0.801
O 0.6788 -0.3617 2.2822 0.49 0.50 0.54 -0.144
P 1.8272 0.1039 3.3464 -0.39 -1.45 0.62 0.885
O 1.5152 -0.3091 4.7046 0.11 -0.16 0.38 -0.735
O 2.0166 1.5713 3.0475 0.16 0.47 -0.44 -0.325
O 3.1537 -0.6526 2.7720 -0.32 0.19 0.33 -0.182
P 3.4863 -1.1942 1.2990 0.50 -0.86 0.17 0.028
O 2.3140 -2.3357 1.2364 0.02 0.07 0.32 -0.524
O 3.5039 1.0278 0.6454 0.28 1.60 -0.01 -0.569
O 2.6951 -0.0957 0.3188 -0.55 -0.47 -0.10 0.253
H 0.5632 -1.3077 2.3734 -0.13 -0.57 -0.23 0.229
H 2.2461 -2.7194 0.3634 -0.12 -0.34 -0.50 0.305
Se 2.4216 4.1072 1.5611 -0.11 -1.14 -0.05 0.128
Se 1.8552 5.6959 -0.0300 -0.02 -0.06 -0.18 -0.239
Te 2.3467 4.4621 -2.1728 -0.11 -0.28 0.39 -0.039
Se 1.4991 2.2070 -1.4142 -0.21 0.02 0.42 -0.006
I -0.0898 3.5187 4.0510 -0.34 -0.02 0.06 0.190
C -0.8881 2.1422 2.6886 -0.05 0.48 0.43 0.039
C -2.0712 1.5302 3.0869 0.03 -0.03 -0.07 -0.415
C -2.7510 0.7232 2.1957 0.29 0.10 -0.21 -0.408
C -2.2046 0.5460 0.9311 -0.14 0.08 0.28 -0.813
C -1.0107 1.1613 0.6371 -0.24 -0.06 -0.53 0.260
N -0.3356 1.9567 1.4851 -0.44 -0.16 0.04 -0.052
H -2.4350 1.6849 4.0904 -0.03 0.10 -0.01 0.387
H -3.6874 0.2649 2.4740 -0.05 -0.10 0.06 0.416
H -2.6811 -0.0710 0.1867 -0.01 -0.02 -0.09 0.441
H -0.5675 1.0212 -0.3405 0.01 -0.02 0.09 0.139
S 0.5324 -1.4651 -1.5926 0.41 0.23 0.28 -0.291
C -0.3566 -1.8627 -2.9079 -0.31 -0.25 0.02 0.058
N -1.4067 -2.6990 -2.8670 -0.12 0.05 -0.13 -0.178
C -2.0108 -3.1050 -4.1139 -0.08 -0.27 -0.25 -0.575
C -1.6624 -2.0182 -5.1239 0.25 0.33 0.02 -0.505
S -0.0923 -1.2763 -4.5367 -0.18 -0.19 0.12 -0.067
H -1.5692 -3.2332 -2.0285 0.10 0.14 0.11 0.253
H -3.0920 -3.1930 -3.9898 0.06 -0.03 -0.07 0.303
H -1.6156 -4.0809 -4.4263 -0.04 0.13 -0.03 0.274
H -2.4049 -1.2220 -5.1485 -0.07 -0.10 0.00 0.299
H -1.5147 -2.4064 -6.1267 -0.06 -0.05 -0.02 0.377


38
Properties=species:S:1:pos:R:3:forces:R:3:mulliken_charge:R:1 method="wB97M-V/def2-TZVPD" e_above_lowest_ev=3.1105 total_energy_ha=-10277.7988 orbital_gap_ev="6.161 / 5.335" spin_multiplicity=4 lumo_energy_ev="-0.7 / -1.6" charge=0 s_squared=3.794 homo_energy_ha="-0.2508 / -0.2560"
Tc 1.9661 -0.0510 -0.5803 -2.46 -0.04 -0.41 0.347
O 4.0369 0.2854 2.7721 0.24 0.09 0.04 -0.513
P 2.8272 0.1979 1.7740 0.88 0.22 1.82 0.894
O 2.8724 1.2664 0.7012 0.41 0.46 0.22 -0.656
O 2.6985 -1.1404 1.0831 0.72 -0.93 0.31 -0.449
O 1.6229 0.3991 2.7798 0.36 -0.04 -0.31 -0.328
P 0.1736 -0.1830 2.2492 -1.23 0.22 0.62 0.526
O 0.2227 -1.6967 2.7328 0.16 -0.23 0.23 -0.584
O -0.9045 0.5416 2.9457 0.07 0.08 -0.35 -0.757
O 0.2114 -0.1418 0.7359 0.49 0.23 -0.06 0.414
H 4.9054 0.3352 2.3460 -0.20 0.00 0.03 0.386
H 1.0643 -2.1324 2.5319 -0.13 0.06 -0.17 0.349
Se 2.8612 -0.0328 -2.6778 0.90 -0.85 -0.79 0.247
Se 4.6788 -0.8742 -3.7354 0.39 0.06 -0.36 -0.478
Te 2.4389 1.6412 -4.4362 0.28 0.29 -0.49 -0.223
Se 0.9321 1.8805 -1.5027 -0.29 0.75 -1.47 -0.025
I 3.2848 -3.5392 -1.0329 -0.21 0.13 0.11 0.138
C 1.2520 -3.0351 -0.9394 0.29 0.11 -0.22 -0.201
C 0.3513 -4.0631 -0.7128 -0.04 -0.05 -0.01 -0.466
C -1.0015 -3.8162 -0.8599 0.11 0.07 -0.02 -0.346
C -1.3979 -2.5642 -1.3039 -0.07 -0.16 -0.08 -0.728
C -0.4410 -1.5928 -1.4833 0.06 0.19 -0.06 -0.161
N 0.8687 -1.7855 -1.2406 -0.37 -0.76 0.08 0.449
H 0.7234 -5.0417 -0.4489 -0.02 0.00 0.01 0.420
H -1.7202 -4.6015 -0.6686 -0.03 0.02 -0.02 0.411
H -2.4349 -2.3393 -1.5071 0.01 0.03 0.01 0.433
H -0.7051 -0.6052 -1.8378 0.00 0.06 0.20 0.401
S 0.2776 2.8388 0.3394 -0.36 0.26 0.69 -0.191
C -1.3964 2.8528 0.0873 0.23 -0.05 -0.34 0.402
N -2.2263 3.0433 1.0931 0.24 -0.69 1.09 -0.251
C -3.6374 2.9025 0.7557 -0.42 -0.08 0.17 -0.611
C -3.7492 3.2357 -0.7231 0.22 0.07 -0.02 -0.546
S -2.1720 2.6725 -1.4540 0.07 0.01 0.15 -0.001
H -1.8880 2.6521 2.0000 -0.31 0.50 -0.64 0.346
H -4.2361 3.5767 1.3666 0.01 0.00 -0.02 0.335
H -3.9590 1.8762 0.9584 0.08 0.02 -0.02 0.296
H -3.8235 4.3082 -0.8962 -0.06 -0.01 0.04 0.321
H -4.5774 2.7298 -1.2110 0.00 -0.02 0.04 0.398


23
Properties=species:S:1:pos:R:3:forces:R:3:mulliken_charge:R:1 method="wB97M-V/def2-TZVPD" e_above_lowest_ev=1.7730 total_energy_ha=-773.0506 orbital_gap_ev="7.394 / 7.396" smiles="Cc1nc2c([nH]1)C[N@@H+](C)C(I)=C2" lumo_energy_ev="-4.1 / -4.1" charge=+1 homo_energy_ha="-0.4214 / -0.4215"
C -3.4676 1.6123 0.0536 0.89 -1.66 0.74 -1.226
C -2.0692 1.1592 0.0705 1.85 -0.19 0.75 0.442
N -1.0122 1.8928 -0.1817 -1.67 0.96 -0.33 -0.705
C 0.0513 1.1433 0.0884 1.86 -1.72 0.81 0.868
C -0.2882 -0.1062 0.5764 -1.52 -0.32 -1.01 -0.177
N -1.6524 -0.0973 0.5454 -0.33 1.07 -0.41 -0.154
C 0.6139 -1.2310 0.9963 -1.95 1.67 0.57 -0.508
N 1.7797 -1.0914 0.1676 1.35 -3.38 -2.35 -0.042
C 1.5688 -1.5637 -1.3131 1.74 1.63 -0.54 -0.916
C 2.3898 0.1766 0.2532 -1.88 7.21 -1.02 -0.651
I 4.4826 0.1455 0.2241 -0.75 0.18 -0.06 0.217
C 1.4264 1.4491 -0.0038 4.35 -5.16 1.01 -0.266
H -3.7960 1.5188 -0.9260 -1.27 -0.83 -1.86 0.327
H -4.0049 1.0142 0.7912 -0.48 0.47 -0.28 0.332
H -3.5083 2.6476 0.1608 -0.01 1.71 1.02 0.361
H -2.2462 -0.8877 0.4630 -0.46 -0.75 0.48 0.253
H 0.8503 -0.9692 2.0405 0.49 -0.68 -0.15 0.328
H 0.1954 -2.2261 0.8743 -0.10 0.01 0.18 0.414
H 2.3960 -1.9312 0.3857 -0.08 1.91 0.53 0.476
H 0.8040 -1.1248 -1.8785 -1.18 1.74 -0.11 0.416
H 2.4926 -1.4801 -1.9705 -0.81 -0.20 1.58 0.256
H 1.2045 -2.5071 -1.2053 -0.35 -3.19 0.19 0.479
H 1.7899 2.4565 -0.2122 0.31 -0.49 0.26 0.477


Please write out number 1 again, unchanged.
23
Properties=species:S:1:pos:R:3:forces:R:3:mulliken_charge:R:1 method="wB97M-V/def2-TZVPD" e_above_lowest_ev=0.1712 total_energy_ha=-935.6337 orbital_gap_ev=9.112 lumo_energy_ev=-3.3 charge=+1 homo_energy_ha=-0.4573
C -0.2747 0.5477 0.4079 -0.22 -0.32 -0.16 -0.440
C -1.0762 -1.9089 -0.4851 -0.69 0.23 0.18 -0.624
C -1.6440 0.2545 0.4329 0.26 -0.38 -0.14 0.704
C -2.0503 -1.0458 -0.0230 0.78 0.03 -0.12 0.579
C 0.6137 -0.3730 -0.0709 4.52 1.84 0.69 -0.105
C 3.0774 0.7939 -1.0929 0.16 -0.05 -0.21 -0.467
C 2.9316 1.3942 0.2863 -0.01 0.06 0.18 -0.600
C 2.4903 0.0127 0.0185 -4.35 -1.37 -0.48 0.475
N 0.2324 -1.5609 -0.5051 0.10 -0.04 -0.06 -0.013
N -2.5310 1.1415 0.9086 0.00 -0.06 -0.02 -0.395
N -3.3759 -1.3777 -0.0512 -0.45 0.06 -0.09 -0.526
Cl 3.2303 -1.4072 0.6908 0.16 0.10 -0.04 -0.176
H 0.0688 1.5027 0.7685 0.14 0.10 0.03 0.168
H -1.3341 -2.8907 -0.8481 0.08 -0.10 -0.02 0.300
H 2.4331 1.1514 -1.8817 -0.15 0.01 0.04 0.235
H 4.0624 0.5134 -1.4358 0.09 -0.04 0.09 0.290
H 3.8159 1.5160 0.8944 0.07 -0.09 0.02 0.281
H 2.2003 2.1722 0.4333 -0.17 0.05 -0.03 0.179
H 0.9333 -2.2269 -0.8166 -0.09 0.08 0.07 0.267
H -2.2025 2.0526 1.1829 -0.14 0.00 0.00 0.229
H -3.5164 1.0375 0.7498 -0.05 0.07 -0.03 0.200
H -3.6098 -2.3259 -0.2957 -0.08 0.03 0.05 0.228
H -3.9824 -0.9721 0.6428 0.03 -0.19 0.06 0.211


Copy entry 2 word for word.
38
Properties=species:S:1:pos:R:3:forces:R:3:mulliken_charge:R:1 method="wB97M-V/def2-TZVPD" e_above_lowest_ev=4.6891 total_energy_ha=-10277.6795 orbital_gap_ev="5.353 / 5.454" spin_multiplicity=2 lumo_energy_ev="-2.0 / -2.0" charge=0 s_squared=0.791 homo_energy_ha="-0.2717 / -0.2726"
Tc 1.7919 1.8844 1.0425 1.40 2.16 -1.75 0.801
O 0.6788 -0.3617 2.2822 0.49 0.50 0.54 -0.144
P 1.8272 0.1039 3.3464 -0.39 -1.45 0.62 0.885
O 1.5152 -0.3091 4.7046 0.11 -0.16 0.38 -0.735
O 2.0166 1.5713 3.0475 0.16 0.47 -0.44 -0.325
O 3.1537 -0.6526 2.7720 -0.32 0.19 0.33 -0.182
P 3.4863 -1.1942 1.2990 0.50 -0.86 0.17 0.028
O 2.3140 -2.3357 1.2364 0.02 0.07 0.32 -0.524
O 3.5039 1.0278 0.6454 0.28 1.60 -0.01 -0.569
O 2.6951 -0.0957 0.3188 -0.55 -0.47 -0.10 0.253
H 0.5632 -1.3077 2.3734 -0.13 -0.57 -0.23 0.229
H 2.2461 -2.7194 0.3634 -0.12 -0.34 -0.50 0.305
Se 2.4216 4.1072 1.5611 -0.11 -1.14 -0.05 0.128
Se 1.8552 5.6959 -0.0300 -0.02 -0.06 -0.18 -0.239
Te 2.3467 4.4621 -2.1728 -0.11 -0.28 0.39 -0.039
Se 1.4991 2.2070 -1.4142 -0.21 0.02 0.42 -0.006
I -0.0898 3.5187 4.0510 -0.34 -0.02 0.06 0.190
C -0.8881 2.1422 2.6886 -0.05 0.48 0.43 0.039
C -2.0712 1.5302 3.0869 0.03 -0.03 -0.07 -0.415
C -2.7510 0.7232 2.1957 0.29 0.10 -0.21 -0.408
C -2.2046 0.5460 0.9311 -0.14 0.08 0.28 -0.813
C -1.0107 1.1613 0.6371 -0.24 -0.06 -0.53 0.260
N -0.3356 1.9567 1.4851 -0.44 -0.16 0.04 -0.052
H -2.4350 1.6849 4.0904 -0.03 0.10 -0.01 0.387
H -3.6874 0.2649 2.4740 -0.05 -0.10 0.06 0.416
H -2.6811 -0.0710 0.1867 -0.01 -0.02 -0.09 0.441
H -0.5675 1.0212 -0.3405 0.01 -0.02 0.09 0.139
S 0.5324 -1.4651 -1.5926 0.41 0.23 0.28 -0.291
C -0.3566 -1.8627 -2.9079 -0.31 -0.25 0.02 0.058
N -1.4067 -2.6990 -2.8670 -0.12 0.05 -0.13 -0.178
C -2.0108 -3.1050 -4.1139 -0.08 -0.27 -0.25 -0.575
C -1.6624 -2.0182 -5.1239 0.25 0.33 0.02 -0.505
S -0.0923 -1.2763 -4.5367 -0.18 -0.19 0.12 -0.067
H -1.5692 -3.2332 -2.0285 0.10 0.14 0.11 0.253
H -3.0920 -3.1930 -3.9898 0.06 -0.03 -0.07 0.303
H -1.6156 -4.0809 -4.4263 -0.04 0.13 -0.03 0.274
H -2.4049 -1.2220 -5.1485 -0.07 -0.10 0.00 0.299
H -1.5147 -2.4064 -6.1267 -0.06 -0.05 -0.02 0.377